Record 1
{"formula": "C45H42Cl3F5N4O15S", "method": "wB97M-V/def2-TZVPD", "homo_lumo_gap_ev": 8.78, "lumo_energy_ev": -0.93, "smiles": "CCO[C@]1(C(F)(F)c2cccc(C(F)(F)F)c2)[C@@H]([C@H](Cl)[C@@H](C)Cl)[C@@H](CC(=O)Cl)OS(=O)(=O)[C@@H]1CC(=O)O.O=[N+]([O-])c1ccccc1.O=[N+]([O-])c1ccccc1.O=[N+]([O-])c1ccccc1.O=[N+]([O-])c1ccccc1", "e_tot_ev": -145988.8426, "symbols": ["C", "C", "O", "C", "C", "F", "F", "C", "C", "C", "C", "C", "C", "F", "F", "F", "C", "C", "C", "Cl", "C", "C", "Cl", "C", "C", "C", "O", "Cl", "O", "S", "O", "O", "C", "C", "C", "O", "O", "H", "H", "H", "H", "H", "H", "H", "H", "H", "H", "H", "H", "H", "H", "H", "H", "H", "H", "H", "H", "H", "H", "O", "N", "O", "C", "C", "C", "C", "C", "C", "H", "H", "H", "H", "H", "O", "N", "O", "C", "C", "C", "C", "C", "C", "H", "H", "H", "H", "H", "O", "N", "O", "C", "C", "C", "C", "C", "C", "H", "H", "H", "H", "H", "O", "N", "O", "C", "C", "C", "C", "C", "C", "H", "H", "H", "H", "H"], "positions_angstrom": [[-2.20, 0.37, -5.11], [-0.90, 0.39, -4.11], [-1.14, 1.37, -3.14], [-0.46, 1.40, -1.88], [-0.20, -0.02, -1.24], [0.87, -0.74, -1.93], [0.34, -0.02, 0.11], [-1.42, -1.05, -1.21], [-2.85, -0.80, -1.71], [-3.87, -1.99, -1.62], [-3.54, -3.38, -1.05], [-2.10, -3.63, -0.55], [-1.63, -5.05, 0.02], [-2.68, -5.80, 0.61], [-0.48, -4.98, 0.84], [-1.23, -5.81, -1.14], [-1.08, -2.47, -0.63], [-1.47, 2.39, -1.06], [-1.45, 2.33, 0.52], [-2.44, 0.92, 1.25], [-2.07, 3.61, 1.30], [-3.70, 3.65, 1.27], [-1.66, 3.31, 3.10], [-1.35, 3.89, -1.70], [-2.79, 4.65, -1.74], [-2.69, 5.71, -2.97], [-1.86, 6.63, -3.02], [-3.87, 5.57, -4.38], [-0.30, 4.69, -1.09], [1.11, 3.81, -1.16], [2.17, 4.72, -1.78], [1.58, 3.63, 0.28], [1.01, 2.14, -1.92], [1.72, 2.19, -3.35], [1.19, 3.26, -4.40], [0.11, 3.25, -5.03], [2.08, 4.36, -4.73], [-2.97, 1.16, -4.75], [-1.88, 0.69, -6.15], [-2.75, -0.63, -5.08], [-0.75, -0.70, -3.82], [-0.02, 0.65, -4.82], [-3.14, 0.20, -2.17], [-4.94, -1.84, -2.02], [-4.28, -4.25, -1.02], [-0.01, -2.69, -0.27], [-2.54, 2.07, -1.37], [-0.40, 2.19, 0.99], [-1.59, 4.61, 1.06], [-4.15, 3.33, 2.27], [-3.98, 4.76, 1.11], [-4.10, 3.04, 0.39], [-1.06, 3.85, -2.83], [-3.66, 3.94, -1.90], [-2.90, 5.32, -0.80], [1.72, 1.49, -1.27], [1.76, 1.11, -3.74], [2.83, 2.45, -3.15], [2.76, 3.92, -5.29], [2.64, -2.78, 7.42], [2.06, -2.18, 6.52], [1.63, -1.04, 6.62], [1.87, -2.87, 5.25], [2.31, -4.19, 5.10], [2.10, -4.85, 3.90], [1.46, -4.20, 2.85], [1.03, -2.88, 2.99], [1.23, -2.21, 4.20], [2.81, -4.70, 5.91], [2.44, -5.87, 3.78], [1.29, -4.72, 1.91], [0.53, -2.38, 2.17], [0.89, -1.19, 4.30], [-4.81, 8.61, -1.39], [-5.68, 7.92, -1.91], [-5.69, 6.69, -1.88], [-6.77, 8.60, -2.60], [-6.78, 9.99, -2.68], [-7.80, 10.63, -3.37], [-8.82, 9.89, -3.96], [-8.82, 8.50, -3.86], [-7.79, 7.85, -3.19], [-5.99, 10.58, -2.23], [-7.81, 11.72, -3.44], [-9.62, 10.39, -4.49], [-9.61, 7.92, -4.32], [-7.80, 6.77, -3.12], [4.90, -8.25, 3.64], [4.33, -7.65, 2.74], [3.89, -6.51, 2.84], [4.13, -8.35, 1.47], [4.57, -9.66, 1.33], [4.37, -10.33, 0.13], [3.72, -9.68, -0.92], [3.29, -8.37, -0.78], [3.50, -7.69, 0.42], [5.08, -10.18, 2.14], [4.70, -11.35, 0.01], [3.56, -10.21, -1.86], [2.80, -7.87, -1.61], [3.15, -6.67, 0.52], [8.34, -1.77, 2.15], [8.68, -1.85, 3.32], [9.81, -1.64, 3.72], [7.66, -2.22, 4.30], [6.36, -2.50, 3.88], [5.40, -2.87, 4.81], [5.74, -2.96, 6.16], [7.03, -2.66, 6.58], [8.00, -2.29, 5.65], [6.09, -2.43, 2.83], [4.39, -3.10, 4.49], [4.99, -3.25, 6.89], [7.29, -2.73, 7.63], [9.00, -2.07, 5.99]]}

=====

Record 2
{"formula": "C45H43BiCl2N5O4P", "method": "wB97M-V/def2-TZVPD", "homo_lumo_gap_ev": 7.88, "lumo_energy_ev": 0.13, "e_tot_ev": -103178.7935, "de_lowest_ev": 0.790, "symbols": ["Bi", "C", "C", "N", "C", "C", "N", "C", "O", "O", "C", "O", "O", "H", "H", "H", "H", "H", "N", "C", "C", "C", "N", "H", "H", "H", "H", "H", "H", "H", "H", "H", "H", "C", "C", "C", "C", "C", "C", "P", "C", "C", "C", "C", "C", "C", "C", "C", "C", "C", "C", "C", "C", "C", "C", "C", "H", "H", "H", "H", "H", "H", "H", "H", "H", "H", "H", "H", "H", "H", "H", "H", "Cl", "C", "Cl", "H", "H", "N", "C", "C", "C", "C", "C", "C", "C", "C", "C", "C", "C", "C", "C", "H", "H", "H", "H", "H", "H", "H", "H", "H", "H"], "positions_angstrom": [[-0.43, -0.42, 0.45], [2.36, -1.93, -2.61], [2.36, -0.49, -2.27], [1.56, 0.09, -1.41], [1.89, 1.41, -1.37], [2.93, 1.65, -2.24], [3.21, 0.43, -2.80], [3.73, 2.82, -2.69], [3.46, 3.98, -2.16], [4.60, 2.65, -3.52], [1.12, 2.34, -0.49], [1.44, 3.54, -0.45], [0.14, 1.84, 0.14], [1.69, -2.45, -1.93], [3.36, -2.36, -2.51], [2.01, -2.10, -3.63], [3.93, 0.31, -3.49], [2.71, 3.91, -1.46], [0.48, -0.73, 4.58], [0.42, -2.17, 4.85], [-0.86, -2.80, 4.31], [-0.83, -3.17, 2.83], [-1.59, -2.26, 1.95], [0.71, -0.58, 3.60], [1.22, -0.30, 5.11], [0.43, -2.30, 5.94], [1.28, -2.72, 4.46], [-1.69, -2.12, 4.52], [-1.04, -3.71, 4.88], [-1.23, -4.18, 2.71], [0.20, -3.18, 2.48], [-2.22, -1.66, 2.49], [-2.16, -2.79, 1.31], [-5.88, -0.74, -4.37], [-5.92, -0.88, -2.99], [-4.86, -0.43, -2.22], [-3.76, 0.20, -2.81], [-3.73, 0.34, -4.19], [-4.79, -0.13, -4.97], [-2.36, 0.61, -1.69], [-1.29, 1.70, -2.71], [-1.17, 3.07, -2.53], [-0.27, 3.79, -3.31], [0.50, 3.16, -4.27], [0.39, 1.79, -4.45], [-0.49, 1.06, -3.66], [-3.18, 1.73, -0.49], [-4.09, 2.62, -1.02], [-4.89, 3.44, -0.21], [-4.77, 3.34, 1.14], [-3.83, 2.46, 1.73], [-3.76, 2.40, 3.15], [-2.88, 1.57, 3.76], [-2.01, 0.79, 2.97], [-2.03, 0.80, 1.60], [-2.99, 1.64, 0.93], [-6.70, -1.10, -4.98], [-6.77, -1.35, -2.51], [-4.89, -0.54, -1.14], [-2.90, 0.84, -4.67], [-4.76, 0.00, -6.04], [-1.74, 3.58, -1.77], [-0.16, 4.86, -3.15], [1.20, 3.73, -4.87], [1.00, 1.28, -5.19], [-0.54, -0.02, -3.76], [-4.21, 2.68, -2.09], [-5.59, 4.12, -0.66], [-5.39, 3.94, 1.80], [-4.42, 3.05, 3.72], [-2.82, 1.52, 4.84], [-1.27, 0.19, 3.51], [-0.68, -3.92, -4.55], [-1.88, -3.01, -3.63], [-1.54, -3.04, -1.89], [-2.85, -3.45, -3.79], [-1.86, -1.98, -3.96], [1.22, -1.16, 1.59], [2.44, -1.10, 1.90], [3.39, -2.17, 1.43], [4.75, -1.90, 1.28], [5.60, -2.86, 0.74], [5.12, -4.10, 0.37], [3.76, -4.38, 0.52], [2.91, -3.42, 1.03], [3.02, -0.03, 2.77], [3.79, -0.38, 3.88], [4.29, 0.59, 4.73], [4.03, 1.93, 4.48], [3.27, 2.29, 3.38], [2.75, 1.32, 2.54], [5.14, -0.93, 1.56], [6.65, -2.62, 0.62], [5.79, -4.85, -0.04], [3.38, -5.35, 0.23], [1.85, -3.63, 1.12], [3.99, -1.43, 4.07], [4.88, 0.30, 5.59], [4.44, 2.69, 5.13], [3.06, 3.34, 3.18], [2.15, 1.60, 1.69]]}

=====

Record 3
{"formula": "C45H43Cl4CsN11O2", "method": "wB97M-V/def2-TZVPD", "total_charge": -1, "homo_lumo_gap_ev": [6.16, 6.16], "lumo_energy_ev": [2.04, 2.04], "e_tot_ev": -118489.3972, "de_lowest_ev": 0.679, "symbols": ["Cs", "C", "C", "C", "C", "C", "C", "N", "C", "C", "C", "C", "C", "C", "N", "N", "C", "C", "C", "C", "C", "N", "H", "H", "H", "H", "H", "H", "H", "H", "H", "H", "H", "H", "H", "N", "C", "C", "C", "C", "C", "C", "C", "C", "N", "C", "H", "H", "H", "H", "H", "H", "H", "H", "Cl", "C", "Cl", "Cl", "C", "N", "C", "C", "C", "C", "C", "O", "C", "C", "C", "C", "C", "C", "Cl", "C", "C", "C", "N", "C", "N", "C", "N", "H", "H", "H", "H", "H", "H", "H", "H", "H", "H", "H", "H", "H", "H", "H", "H", "H", "H", "H", "H", "H", "H", "O", "C", "N"], "positions_angstrom": [[2.71, 0.10, 1.03], [3.94, 0.30, 6.10], [4.17, -1.01, 5.69], [3.37, -1.61, 4.74], [2.28, -0.92, 4.17], [2.06, 0.40, 4.60], [2.88, 1.00, 5.54], [1.52, -1.44, 3.13], [0.88, -2.58, 3.25], [0.69, -3.26, 4.51], [-0.03, -4.41, 4.62], [-0.64, -5.01, 3.48], [-0.48, -4.41, 2.27], [0.26, -3.22, 2.11], [0.42, -2.64, 0.86], [0.00, -3.31, -0.12], [0.06, -2.67, -1.36], [0.21, -3.50, -2.48], [0.25, -2.92, -3.74], [0.12, -1.55, -3.85], [-0.04, -0.81, -2.70], [-0.06, -1.34, -1.47], [4.58, 0.77, 6.83], [5.01, -1.56, 6.10], [3.57, -2.62, 4.40], [1.23, 0.94, 4.16], [2.68, 2.02, 5.84], [1.12, -2.82, 5.39], [-0.16, -4.86, 5.59], [-1.23, -5.91, 3.59], [-0.93, -4.83, 1.38], [0.30, -4.56, -2.33], [0.38, -3.54, -4.62], [0.15, -1.05, -4.81], [-0.13, 0.27, -2.74], [3.10, 0.22, -2.51], [3.45, 1.51, -2.84], [4.66, 1.83, -3.42], [4.97, 3.16, -3.76], [4.08, 4.18, -3.55], [2.83, 3.89, -2.94], [1.88, 4.88, -2.64], [0.71, 4.53, -2.01], [0.50, 3.18, -1.68], [1.36, 2.23, -1.95], [2.52, 2.56, -2.58], [3.85, -0.37, -2.17], [2.26, 0.18, -1.96], [5.39, 1.05, -3.59], [5.93, 3.37, -4.20], [4.32, 5.20, -3.81], [2.09, 5.91, -2.90], [-0.03, 5.27, -1.75], [-0.40, 2.89, -1.16], [8.47, -0.57, 1.10], [6.87, -1.21, 1.47], [6.19, -0.50, 2.93], [7.01, -2.98, 1.71], [5.96, -1.03, 0.33], [5.23, -1.10, -0.55], [-5.25, -1.47, 1.66], [-3.95, -0.78, 1.23], [-3.26, -0.27, 2.51], [-3.06, -1.84, 0.58], [-4.28, 0.40, 0.24], [-4.99, 1.44, 0.91], [-5.16, -0.10, -0.93], [-5.47, 0.93, -2.03], [-4.43, 1.06, -3.12], [-3.99, -0.05, -3.83], [-3.03, 0.07, -4.83], [-2.50, 1.31, -5.12], [-1.30, 1.47, -6.37], [-2.93, 2.44, -4.44], [-3.89, 2.30, -3.45], [-3.06, 1.10, -0.38], [-1.99, 1.51, 0.50], [-0.78, 0.94, 0.61], [-0.06, 1.57, 1.52], [-0.89, 2.57, 1.92], [-2.07, 2.58, 1.33], [-5.01, -2.23, 2.40], [-5.75, -1.98, 0.83], [-5.97, -0.79, 2.12], [-3.34, -1.04, 3.28], [-3.72, 0.64, 2.89], [-2.20, -0.09, 2.37], [-2.84, -2.62, 1.30], [-2.10, -1.45, 0.25], [-3.54, -2.32, -0.28], [-5.68, 1.04, 1.44], [-6.11, -0.40, -0.50], [-4.71, -0.99, -1.37], [-5.65, 1.90, -1.57], [-6.41, 0.64, -2.50], [-4.39, -1.03, -3.60], [-2.68, -0.81, -5.37], [-2.50, 3.40, -4.68], [-4.22, 3.19, -2.91], [-3.42, 2.00, -0.88], [-2.60, 0.45, -1.13], [-0.49, 0.08, 0.02], [-0.62, 3.30, 2.66], [6.42, 1.56, 0.62], [5.31, 2.08, 0.65], [4.23, 2.55, 0.68]]}

=====

Record 4
{"formula": "C45H43HfN3OS4Te", "method": "wB97M-V/def2-TZVPD", "total_charge": 1, "s2": 0.759, "homo_lumo_gap_ev": [7.20, 5.43], "lumo_energy_ev": [-2.24, -4.18], "spin_multiplicity": 2, "e_tot_ev": -105820.1256, "de_lowest_ev": 0.118, "symbols": ["Hf", "S", "C", "C", "C", "C", "C", "C", "S", "C", "C", "C", "C", "C", "C", "C", "S", "C", "C", "C", "C", "C", "C", "S", "N", "H", "H", "H", "H", "H", "H", "H", "H", "H", "H", "H", "H", "H", "H", "H", "C", "C", "C", "C", "C", "C", "Te", "N", "C", "O", "C", "C", "C", "C", "C", "C", "C", "C", "C", "C", "C", "C", "C", "C", "C", "C", "H", "H", "H", "H", "H", "H", "H", "H", "H", "H", "H", "H", "H", "H", "H", "H", "H", "H", "H", "H", "H", "H", "H", "C", "C", "C", "N", "H", "H", "H", "H", "H"], "positions_angstrom": [[0.37, -0.27, -0.37], [-1.87, 0.19, -1.47], [-2.97, -0.92, -0.65], [-4.32, -0.56, -0.64], [-5.27, -1.34, -0.01], [-4.90, -2.53, 0.61], [-3.57, -2.92, 0.59], [-2.61, -2.11, -0.01], [-0.91, -2.69, 0.07], [-0.69, -2.80, 1.88], [0.63, -2.27, 2.39], [1.12, -2.79, 3.58], [2.24, -2.23, 4.15], [2.85, -1.17, 3.50], [2.33, -0.72, 2.30], [3.03, 0.41, 1.59], [1.89, 1.70, 0.96], [1.02, 2.09, 2.46], [1.61, 3.00, 3.34], [0.97, 3.36, 4.51], [-0.28, 2.81, 4.79], [-0.88, 1.92, 3.92], [-0.25, 1.56, 2.72], [-1.12, 0.54, 1.60], [1.24, -1.27, 1.74], [-4.61, 0.36, -1.14], [-6.31, -1.03, 0.01], [-5.64, -3.15, 1.09], [-3.27, -3.85, 1.05], [-1.49, -2.21, 2.32], [-0.80, -3.84, 2.17], [0.60, -3.61, 4.06], [2.63, -2.60, 5.08], [3.72, -0.69, 3.93], [3.74, 0.89, 2.26], [3.55, 0.04, 0.71], [2.58, 3.42, 3.09], [1.42, 4.07, 5.18], [-0.79, 3.08, 5.71], [-1.85, 1.51, 4.13], [-4.37, 0.45, -8.87], [-3.45, 0.53, -7.68], [-3.50, -0.41, -6.67], [-2.64, -0.36, -5.58], [-2.76, -1.42, -4.51], [-1.71, 0.68, -5.49], [-0.24, 0.79, -3.88], [1.32, 0.74, -1.88], [2.28, -0.12, -1.78], [2.18, -1.03, -0.80], [3.48, -0.21, -2.64], [4.53, -1.05, -2.27], [5.66, -1.15, -3.06], [5.74, -0.42, -4.24], [4.70, 0.40, -4.63], [3.57, 0.51, -3.83], [-1.00, 2.68, -3.28], [-2.39, 2.82, -3.32], [-2.98, 4.00, -2.91], [-2.19, 5.04, -2.44], [-0.82, 4.90, -2.43], [-0.19, 3.73, -2.85], [1.31, 3.68, -2.85], [-1.64, 1.64, -6.52], [-0.63, 2.76, -6.49], [-2.51, 1.55, -7.59], [-5.05, -0.40, -8.79], [-3.79, 0.34, -9.79], [-4.96, 1.36, -8.97], [-4.23, -1.21, -6.73], [-3.34, -2.27, -4.87], [-3.27, -1.02, -3.63], [-1.78, -1.77, -4.19], [4.45, -1.62, -1.35], [6.48, -1.79, -2.76], [6.63, -0.49, -4.86], [4.76, 0.96, -5.55], [2.76, 1.16, -4.11], [-3.00, 2.01, -3.69], [-4.06, 4.10, -2.94], [-2.65, 5.96, -2.11], [-0.20, 5.73, -2.10], [1.72, 4.67, -3.07], [1.68, 2.98, -3.59], [1.69, 3.37, -1.88], [0.36, 2.39, -6.24], [-0.90, 3.51, -5.74], [-0.58, 3.26, -7.46], [-2.45, 2.29, -8.38], [2.29, -4.50, -1.70], [1.96, -3.78, -3.02], [0.99, -2.73, -2.76], [0.23, -1.92, -2.48], [3.04, -5.28, -1.88], [1.40, -4.96, -1.28], [2.68, -3.79, -0.98], [1.54, -4.48, -3.75], [2.85, -3.33, -3.45]]}